1.
The following is a quantum chemistry calculation of a cluster of 2 separate species, C3H4ClI in total in a non-equilibrium geometry, from the OMol25 dataset.

The charge is 0. The calculation puts the energy above the lowest of the compared OMol25 structures with the same formula, charge and spin at 213.98 kJ/mol. As for the structure (SMILES): ClC1=CC1.I. The frontier orbital gap comes out at 10.084 eV.

Atoms and positions in Å:
C (1.153, -0.759, 1.138)
C (0.302, 0.461, 1.370)
C (-0.286, -0.556, 0.827)
Cl (-1.518, -1.424, 0.038)
I (-1.280, 1.527, -4.250)
H (1.777, -0.654, 0.225)
H (1.507, -1.265, 1.917)
H (-1.922, 1.169, -2.861)
H (0.266, 1.501, 1.595)

***

2.
The following is a quantum chemistry calculation of the molecule C3H4ClN3 in a non-equilibrium geometry, from the OMol25 dataset.

The charge is 0. The calculation puts the energy above the lowest of the compared OMol25 structures with the same formula, charge and spin at 105.65 kJ/mol. As for the structure (SMILES): Cn1nncc1Cl. The frontier orbital gap comes out at 10.335 eV.

Atoms and positions in Å:
C (0.081, 1.664, 0.002)
C (-0.222, -1.904, 0.000)
C (0.596, -0.814, -0.008)
H (-0.862, 2.198, -0.009)
H (0.667, 1.930, 0.911)
H (0.677, 1.898, -0.910)
H (0.004, -2.956, 0.011)
N (-0.233, 0.256, -0.001)
N (-1.501, -0.163, 0.000)
N (-1.504, -1.455, 0.003)
Cl (2.297, -0.653, 0.002)

***

| no. | HOMO (eV) |
| --- | --- |
| 1 | -9.48 |
| 2 | -9.71 |